[1]
The following is a DFT calculation (ωB97M-V/def2-TZVPD) of a single C25H17F3N3O6PS molecule.

The calculation puts the HOMO energy at -0.28673 hartree. Its HOMO-LUMO gap is 0.2685 Eh.

XYZ file:
```
56
C25H17F3N3O6PS (ωB97M-V/def2-TZVPD)
C 3.067 1.872 2.464
C 3.264 1.102 1.312
C 2.174 0.510 0.679
C 0.875 0.742 1.152
P -0.477 -0.170 0.380
C -0.372 -1.817 1.122
C -1.254 -2.816 0.678
C -1.315 -4.045 1.337
C -0.551 -4.260 2.485
C 0.321 -3.268 2.940
C 0.429 -2.056 2.253
C -1.994 0.506 1.142
C -2.469 1.761 0.725
C -3.483 2.412 1.433
C -4.044 1.815 2.568
C -3.610 0.549 2.966
C -2.606 -0.108 2.257
C 0.672 1.548 2.285
C 1.774 2.094 2.944
H 3.924 2.297 2.982
H 4.259 0.961 0.894
H 2.332 -0.128 -0.195
H -1.903 -2.630 -0.174
H -1.970 -4.824 0.943
H -0.636 -5.202 3.027
H 0.929 -3.427 3.831
H 1.127 -1.293 2.602
H -2.030 2.238 -0.147
H -3.824 3.388 1.096
H -4.817 2.333 3.133
H -4.053 0.062 3.840
H -2.278 -1.103 2.574
H -0.342 1.740 2.643
H 1.610 2.697 3.838
O 2.044 3.143 -1.465
S 0.784 2.650 -1.963
O -0.465 2.959 -1.297
C 0.536 3.361 -3.699
F 0.466 4.698 -3.563
F 1.549 3.056 -4.535
F -0.622 2.906 -4.225
C 0.866 0.870 -2.085
C -0.262 -0.061 -1.414
C -0.213 -1.381 -2.168
N -1.334 -2.090 -2.513
O -2.509 -2.052 -2.176
O -0.920 -2.997 -3.555
N 0.408 -2.813 -3.869
C 0.804 -1.791 -3.035
C 1.995 -1.009 -3.162
N 3.228 -1.475 -3.732
O 3.319 -2.630 -4.189
O 4.191 -0.669 -3.738
C 1.912 0.366 -2.807
H -1.213 0.441 -1.692
H 2.712 1.039 -3.126
```

Atom charges from the natural (NBO) analysis, given in e for atoms 1 to 8: atom 1 (C): -0.17, atom 2 (C): -0.22, atom 3 (C): -0.11, atom 4 (C): -0.43, atom 5 (P): 1.60, atom 6 (C): -0.43, atom 7 (C): -0.18, atom 8 (C): -0.20



[2]
The following is a DFT calculation (ωB97M-V/def2-TZVPD) of 11 unconnected molecules or ions with the total composition C19H47N5O24.

For the relative energy (zero: lowest compared OMol25 entry of this formula, charge and spin), the calculation gives 0.00 kcal per mole. The calculation puts the HOMO energy at -0.38852 hartree. As for the SMILES: C[N+](=O)[O-].C[N+](=O)[O-].C[N+](=O)[O-].C[N+](=O)[O-].C[N+](=O)[O-].COC(=O)OC.COC(=O)OC.COC(=O)OC.COC(=O)OC.CO.CO. Its HOMO-LUMO gap is 0.3864 Eh.

XYZ file:
```
95
C19H47N5O24 (ωB97M-V/def2-TZVPD)
C -3.461 -2.165 -3.061
N -2.018 -1.705 -3.119
O -1.672 -1.165 -2.081
O -1.419 -1.709 -4.160
H -3.962 -1.205 -3.149
H -3.580 -2.756 -2.164
H -3.639 -2.753 -3.960
C -1.636 1.995 -2.865
N -2.914 1.891 -3.615
O -3.046 2.683 -4.522
O -3.727 1.039 -3.331
H -0.860 2.415 -3.494
H -1.267 1.031 -2.529
H -1.846 2.616 -1.997
C 2.436 -3.091 -2.973
N 2.943 -2.368 -4.176
O 3.184 -1.182 -4.072
O 2.970 -3.008 -5.212
H 2.336 -4.134 -3.253
H 1.429 -2.704 -2.833
H 3.218 -2.948 -2.233
C -2.126 -1.897 1.888
N -3.299 -2.134 2.772
O -3.134 -2.822 3.762
O -4.325 -1.550 2.493
H -2.057 -0.828 1.708
H -2.338 -2.456 0.978
H -1.204 -2.243 2.343
C 1.436 -0.026 0.009
N 0.359 0.920 -0.363
O -0.765 0.665 -0.030
O 0.747 1.984 -0.806
H 2.402 0.343 -0.320
H 1.323 -0.926 -0.595
H 1.426 -0.122 1.089
C 5.319 4.253 -3.233
O 4.789 4.490 -1.935
C 3.501 4.287 -1.717
O 2.745 3.717 -2.440
O 3.185 4.828 -0.535
C 1.832 5.066 -0.234
H 4.539 4.067 -3.969
H 6.029 3.430 -3.205
H 5.814 5.182 -3.512
H 1.157 4.583 -0.949
H 1.570 6.112 -0.401
H 1.506 4.718 0.742
C -4.837 1.280 4.178
O -3.517 1.154 3.658
C -2.703 2.183 3.570
O -2.890 3.287 4.013
O -1.637 1.773 2.918
C -0.570 2.661 2.706
H -5.268 2.034 3.514
H -4.901 1.720 5.175
H -5.346 0.325 4.175
H -0.850 3.414 1.959
H 0.275 2.169 2.229
H -0.325 3.215 3.611
C -4.077 0.176 -0.273
O -4.640 -1.130 -0.456
C -5.945 -1.391 -0.366
O -6.792 -0.554 -0.303
O -6.061 -2.716 -0.372
C -7.338 -3.265 -0.125
H -3.009 0.089 -0.116
H -4.621 0.725 0.493
H -4.242 0.727 -1.202
H -8.097 -2.568 -0.500
H -7.711 -3.474 0.881
H -7.375 -4.183 -0.707
C 4.554 1.241 2.694
O 4.269 0.518 1.504
C 5.269 0.120 0.766
O 6.427 0.422 0.867
O 4.755 -0.652 -0.203
C 5.540 -0.974 -1.356
H 4.927 0.594 3.491
H 3.608 1.678 3.001
H 5.303 2.033 2.685
H 5.761 -2.033 -1.229
H 6.436 -0.362 -1.422
H 4.951 -0.826 -2.260
C 3.698 -4.103 1.075
O 2.786 -3.453 0.246
H 4.412 -3.437 1.591
H 3.234 -4.601 1.937
H 4.389 -4.800 0.601
H 2.310 -2.809 0.787
C 1.004 -1.448 3.776
O 0.955 -2.377 2.695
H 0.836 -0.406 3.502
H 0.198 -1.658 4.484
H 1.980 -1.489 4.263
H 0.972 -3.248 3.102
```

Atom charges from the Löwdin analysis, given in e for atoms 1 to 8: atom 1 (C): 0.07, atom 2 (N): -0.43, atom 3 (O): 0.02, atom 4 (O): 0.09, atom 5 (H): 0.08, atom 6 (H): 0.09, atom 7 (H): 0.10, atom 8 (C): 0.04



[3]
The following is a DFT calculation (ωB97M-V/def2-TZVPD) of 3 unconnected molecules or ions with the total composition C14H24BF15O6PS.

The total charge is -1. The calculation puts the HOMO energy at -0.10256 hartree. Its HOMO-LUMO gap is 0.1864 Eh.

XYZ file:
```
62
C14H24BF15O6PS (ωB97M-V/def2-TZVPD)
O 0.016 -1.948 2.818
B -0.705 -0.776 2.705
O -2.081 -0.864 2.997
P 0.195 0.892 2.139
C -0.657 0.867 0.367
C 0.367 1.022 -0.770
C 0.498 -0.225 -1.663
C 0.987 -1.484 -0.919
C 2.336 -2.011 -1.352
F 2.492 -3.322 -1.005
F 2.389 -2.002 -2.732
C 3.634 -1.241 -0.944
F 4.610 -1.599 -1.794
F 3.447 0.065 -1.078
S 4.351 -1.588 0.788
F 4.787 -3.041 0.294
F 2.974 -2.171 1.314
F 3.964 -0.159 1.326
F 5.765 -1.006 0.311
F 5.004 -1.924 2.198
H 0.950 -1.688 2.801
H -2.587 -1.033 2.196
H 1.332 0.071 1.570
H 0.929 2.062 1.739
H -0.891 1.739 2.721
H 0.945 0.921 3.466
H -1.294 -0.017 0.214
H -1.321 1.741 0.350
H 0.033 1.831 -1.436
H 1.339 1.348 -0.374
H -0.507 -0.405 -2.045
H 1.119 0.017 -2.529
H 0.934 -1.294 0.157
H 0.315 -2.322 -1.119
C -2.745 7.260 2.831
C -1.342 7.776 2.597
O -0.390 6.700 2.566
C -0.302 6.039 1.415
O -0.919 6.269 0.417
C 0.758 4.924 1.534
F 0.624 4.278 2.684
F 1.987 5.484 1.505
F 0.656 4.095 0.510
H -2.782 6.661 3.741
H -3.438 8.097 2.932
H -3.074 6.635 2.003
H -1.019 8.412 3.420
H -1.274 8.351 1.674
C -1.482 -6.843 -3.808
C -2.848 -6.195 -3.773
O -2.949 -5.246 -2.694
C -2.422 -4.050 -2.928
O -1.893 -3.682 -3.933
C -2.620 -3.147 -1.694
F -2.319 -3.796 -0.568
F -3.902 -2.756 -1.621
F -1.850 -2.071 -1.784
H -1.254 -7.302 -2.846
H -1.455 -7.612 -4.580
H -0.706 -6.109 -4.025
H -3.624 -6.930 -3.571
H -3.083 -5.699 -4.715
```

Atom charges from the natural (NBO) analysis, given in e for atoms 1 to 8: atom 1 (O): -0.93, atom 2 (B): 0.83, atom 3 (O): -0.97, atom 4 (P): 0.41, atom 5 (C): -0.76, atom 6 (C): -0.41, atom 7 (C): -0.39, atom 8 (C): -0.51



[4]
The following is a DFT calculation (ωB97M-V/def2-TZVPD) of a molecular structure, CH3O2S.

For the relative energy (zero: lowest compared OMol25 entry of this formula, charge and spin), the calculation gives 16.67 kcal per mole. The calculation puts the HOMO energy (alpha / beta) at -0.37937 / -0.37468 hartree. The expectation value of S² is 0.755. Its HOMO-LUMO gap (alpha / beta) is 0.3910 / 0.2220 Eh. As for the spin multiplicity: 2.

XYZ file:
```
7
CH3O2S (ωB97M-V/def2-TZVPD)
S 0.499 -1.470 1.326
H 0.522 -2.659 0.703
O -0.848 2.061 -1.150
C -0.291 1.228 -0.513
O -0.131 -0.032 -0.899
H 0.189 1.481 0.450
H 0.060 -0.609 0.085
```

List of natural (NBO) charges in e, atom by atom: atom 1 (S): 0.04, atom 2 (H): 0.14, atom 3 (O): -0.56, atom 4 (C): 0.63, atom 5 (O): -0.65, atom 6 (H): 0.07, atom 7 (H): 0.32



[5]
The following is a DFT calculation (ωB97M-V/def2-TZVPD) of a molecular structure, C35H40O5P2S2V.

For the relative energy (zero: lowest compared OMol25 entry of this formula, charge and spin), the calculation gives 7.53 kcal per mole. The calculation puts the HOMO energy (alpha / beta) at -0.20797 / -0.22456 hartree. The expectation value of S² is 3.759. Its HOMO-LUMO gap (alpha / beta) is 0.1959 / 0.2124 Eh. As for the spin multiplicity: 4.

XYZ file:
```
85
C35H40O5P2S2V (ωB97M-V/def2-TZVPD)
V -1.438 0.488 0.712
C -2.769 2.975 1.005
C -1.427 3.304 1.631
O -0.701 2.086 1.921
C -0.489 1.715 3.279
C 0.085 0.309 3.250
O -0.724 -0.598 2.490
C -1.678 -1.411 3.167
C -2.954 -0.640 3.424
O -3.430 0.039 2.258
C -4.444 -0.634 1.496
C -3.860 -1.408 0.336
O -2.903 -0.632 -0.363
C -3.349 0.261 -1.410
C -3.654 1.652 -0.873
O -2.516 2.102 -0.103
H -3.248 3.897 0.666
H -3.433 2.466 1.713
H -1.574 3.869 2.553
H -0.791 3.869 0.952
H -1.433 1.782 3.828
H 0.239 2.390 3.739
H 0.225 -0.070 4.265
H 1.044 0.325 2.734
H -1.263 -1.780 4.110
H -1.826 -2.272 2.514
H -2.786 0.136 4.172
H -3.726 -1.310 3.816
H -5.117 0.151 1.151
H -5.019 -1.302 2.143
H -4.654 -1.735 -0.342
H -3.324 -2.295 0.674
H -4.225 -0.165 -1.904
H -2.523 0.302 -2.122
H -4.535 1.694 -0.226
H -3.782 2.333 -1.716
S -0.803 2.259 -2.848
P 0.564 1.378 -1.663
C 0.160 0.061 -0.630
P 0.132 -1.507 -1.322
S -1.085 -2.010 -2.837
C -0.190 -2.701 0.065
C -1.219 -3.631 -0.004
C -1.398 -4.580 1.002
C -0.525 -4.625 2.079
C 0.520 -3.707 2.152
C 0.677 -2.755 1.157
C 1.832 -2.098 -1.735
C 2.942 -1.545 -1.102
C 4.218 -2.031 -1.351
C 4.399 -3.086 -2.235
C 3.297 -3.643 -2.872
C 2.024 -3.149 -2.625
C 1.998 1.042 -2.758
C 1.773 0.306 -3.921
C 2.828 -0.037 -4.751
C 4.121 0.374 -4.450
C 4.348 1.132 -3.312
C 3.293 1.456 -2.468
C 1.263 2.679 -0.550
C 1.108 4.027 -0.857
C 1.652 5.011 -0.038
C 2.366 4.655 1.098
C 2.546 3.309 1.402
C 1.999 2.334 0.580
H -1.858 -3.614 -0.882
H -2.200 -5.305 0.921
H -0.641 -5.380 2.847
H 1.223 -3.748 2.977
H 1.493 -2.043 1.213
H 2.795 -0.704 -0.434
H 5.072 -1.573 -0.866
H 5.393 -3.464 -2.436
H 3.428 -4.458 -3.573
H 1.162 -3.562 -3.134
H 0.766 -0.010 -4.167
H 2.636 -0.630 -5.636
H 4.945 0.107 -5.100
H 5.350 1.469 -3.072
H 3.498 2.038 -1.578
H 0.541 4.285 -1.745
H 1.521 6.056 -0.290
H 2.797 5.419 1.733
H 3.127 3.024 2.273
H 2.120 1.280 0.805
```

Atom charges from the Löwdin analysis, given in e for atoms 1 to 8: atom 1 (V): 0.77, atom 2 (C): -0.14, atom 3 (C): -0.10, atom 4 (O): -0.23, atom 5 (C): -0.14, atom 6 (C): -0.12, atom 7 (O): -0.23, atom 8 (C): -0.14



[6]
The following is a DFT calculation (ωB97M-V/def2-TZVPD) of 2 unconnected molecules or ions with the total composition C3H10N2.

For the relative energy (zero: lowest compared OMol25 entry of this formula, charge and spin), the calculation gives 42.70 kcal per mole. The calculation puts the HOMO energy at -0.33739 hartree. As for the SMILES: C=N.CNC. Its HOMO-LUMO gap is 0.3692 Eh.

XYZ file:
```
15
C3H10N2 (ωB97M-V/def2-TZVPD)
C 0.386 3.043 2.635
N 0.631 2.757 3.851
H 1.135 3.704 2.206
H -0.454 2.564 2.167
H -0.177 2.281 4.260
C -0.056 -1.256 -0.319
N -0.678 -0.908 -1.603
C -0.229 -1.856 -2.639
H -0.572 -0.755 0.500
H -0.320 -2.292 -0.130
H 0.973 -0.911 -0.216
H -0.252 -0.044 -1.925
H -0.451 -1.452 -3.627
H -0.780 -2.794 -2.558
H 0.845 -2.081 -2.601
```

Atom charges from the natural (NBO) analysis, given in e for atoms 1 to 8: atom 1 (C): -0.07, atom 2 (N): -0.59, atom 3 (H): 0.18, atom 4 (H): 0.16, atom 5 (H): 0.32, atom 6 (C): -0.43, atom 7 (N): -0.61, atom 8 (C): -0.42



[7]
The following is a DFT calculation (ωB97M-V/def2-TZVPD) of 15 unconnected molecules or ions with the total composition C22H57NO17S2.

The calculation puts the HOMO energy at -0.28269 hartree. Its HOMO-LUMO gap is 0.2721 Eh.

XYZ file:
```
99
C22H57NO17S2 (ωB97M-V/def2-TZVPD)
C -3.363 1.022 2.668
C -2.869 -0.539 2.800
C -1.231 -0.638 2.683
C -0.291 0.698 2.907
C 1.362 0.614 2.781
C 1.959 -0.917 2.471
C 1.029 -2.250 2.251
C -0.603 -2.125 2.330
C -1.600 -3.421 2.072
S -0.646 -5.070 1.966
O -1.578 -6.218 1.498
O -0.075 -5.293 3.421
S 3.865 -0.994 2.344
C 4.264 0.626 1.413
C 5.415 0.683 0.247
C 6.291 -0.674 -0.164
C 6.027 -1.107 -1.755
C 4.448 -1.554 -2.029
C 3.554 -0.369 -2.745
C 2.086 -0.909 -3.305
C 1.208 0.396 -3.832
O -0.227 0.062 -4.023
C -0.973 0.662 -2.873
C 5.692 2.081 -0.563
C 4.765 3.394 -0.154
C 3.602 3.350 1.047
C 3.317 1.926 1.873
N 2.277 1.805 2.966
H -2.718 1.564 1.833
H -4.505 1.082 2.340
H -3.274 1.543 3.714
H -3.311 -1.176 1.919
H -3.234 -1.011 3.831
H -0.723 1.778 3.165
H 1.613 -3.268 2.036
H -2.459 -3.527 2.864
H -2.047 -3.257 0.978
H 0.520 -4.941 1.145
H 7.451 -0.536 0.073
H 5.966 -1.629 0.464
H 6.655 -2.108 -1.904
H 6.364 -0.247 -2.497
H 4.432 -2.502 -2.755
H 3.889 -1.893 -1.053
H 3.349 0.499 -1.981
H 4.199 0.039 -3.649
H 1.524 -1.493 -2.446
H 2.293 -1.602 -4.250
H 1.592 0.830 -4.849
H 1.262 1.216 -2.993
H -2.103 0.325 -2.862
H -0.918 1.840 -2.863
H -0.444 0.289 -1.893
H 6.514 2.090 -1.414
H 4.962 4.391 -0.777
H 2.995 4.350 1.257
H 1.759 2.695 3.139
O -3.723 -2.041 5.498
H -4.467 -2.658 5.421
H -3.373 -2.207 6.386
O 0.921 -7.277 5.754
H 1.820 -6.942 5.624
H 0.397 -6.805 5.090
O -6.001 3.048 1.911
H -6.759 2.847 2.480
H -5.949 4.015 1.921
O -3.558 4.720 1.425
H -4.301 4.103 1.348
H -3.207 4.554 2.313
O -1.159 -2.060 -6.340
H -1.220 -1.374 -5.659
H -1.036 -2.879 -5.837
O 0.464 4.291 4.609
H -0.068 3.748 5.211
H 1.070 4.766 5.197
O -7.472 5.459 3.065
H -8.230 5.259 3.634
H -7.421 6.427 3.075
O 1.549 -3.882 -3.883
H 0.775 -4.228 -4.352
H 2.203 -4.594 -3.952
O 0.051 1.095 -6.649
H -0.413 1.916 -6.869
H -0.327 0.833 -5.796
O 0.149 6.127 2.182
H 0.089 6.813 2.863
H 0.273 5.307 2.685
O -6.459 -0.190 1.539
H -7.217 -0.391 2.108
H -6.408 0.777 1.549
O -2.643 -4.580 -7.606
H -3.288 -4.473 -8.321
H -2.002 -3.869 -7.760
O 0.052 -2.760 -0.666
H -0.692 -3.377 -0.743
H 0.402 -2.926 0.222
O -0.965 4.027 -6.025
H -0.418 3.859 -5.243
H -0.746 4.937 -6.273
```

Atom charges from the Löwdin analysis, given in e for atoms 1 to 8: atom 1 (C): -0.14, atom 2 (C): -0.21, atom 3 (C): -0.07, atom 4 (C): 0.04, atom 5 (C): -0.13, atom 6 (C): -0.36, atom 7 (C): -0.05, atom 8 (C): -0.13



[8]
The following is a DFT calculation (ωB97M-V/def2-TZVPD) of 3 unconnected molecules or ions with the total composition C4H12O3.

For the relative energy (zero: lowest compared OMol25 entry of this formula, charge and spin), the calculation gives 12.98 kcal per mole. The calculation puts the HOMO energy at -0.38090 hartree. As for the SMILES: CC(C)C=O.O.O. Its HOMO-LUMO gap is 0.4128 Eh.

XYZ file:
```
19
C4H12O3 (ωB97M-V/def2-TZVPD)
C 1.854 -0.158 2.167
C 0.694 -0.523 1.194
C -0.553 -1.085 1.919
C 1.089 -1.466 0.096
O 0.916 -1.213 -1.067
H 1.358 0.173 3.075
H 2.469 0.638 1.760
H 2.490 -1.029 2.318
H 0.386 0.391 0.691
H -1.369 -0.373 1.854
H -0.441 -1.333 2.975
H -0.856 -2.012 1.421
H 1.522 -2.429 0.446
O -2.393 3.348 -4.049
H -2.555 3.173 -3.094
H -3.049 2.887 -4.524
O -0.808 0.617 -2.292
H -0.516 0.332 -3.164
H -0.239 0.062 -1.727
```

Atom charges from the natural (NBO) analysis, given in e for atoms 1 to 8: atom 1 (C): -0.59, atom 2 (C): -0.34, atom 3 (C): -0.61, atom 4 (C): 0.48, atom 5 (O): -0.55, atom 6 (H): 0.22, atom 7 (H): 0.22, atom 8 (H): 0.21



[9]
The following is a DFT calculation (ωB97M-V/def2-TZVPD) of a molecular structure, C2H8N4.

For the relative energy (zero: lowest compared OMol25 entry of this formula, charge and spin), the calculation gives 125.02 kcal per mole. The calculation puts the HOMO energy (alpha / beta) at -0.34098 / -0.31786 hartree. Its HOMO-LUMO gap (alpha / beta) is 0.3154 / 0.2813 Eh.

XYZ file:
```
14
C2H8N4 (ωB97M-V/def2-TZVPD)
C -0.405 -1.106 0.919
N 0.819 0.713 -0.734
C -0.483 0.109 -0.565
N 1.246 1.639 0.229
N -0.147 -2.130 0.073
N -1.556 0.851 -0.421
H 1.558 0.082 -1.018
H 1.055 1.311 1.176
H 0.716 2.497 0.101
H -2.124 0.835 -1.267
H 0.851 -2.199 -0.130
H -0.509 -0.750 -1.335
H -1.389 -1.130 1.377
H 0.367 -0.723 1.596
```

Atom charges from the natural (NBO) analysis, given in e for atoms 1 to 8: atom 1 (C): -0.16, atom 2 (N): -0.44, atom 3 (C): 0.17, atom 4 (N): -0.65, atom 5 (N): -0.53, atom 6 (N): -0.69, atom 7 (H): 0.36, atom 8 (H): 0.33